No. 1
Density functional theory data (the ωB97M-V functional and the def2-TZVPD basis) for a molecular structure, C80H186As3F18N21O17 in a non-equilibrium geometry.

Geometry (Å):
As -2.14 -8.87 3.97
As -2.02 -4.41 8.45
As 3.56 -5.10 -2.21
F -0.41 -4.29 7.92
F -2.42 -5.66 7.34
F -2.05 -9.45 2.44
F -3.66 -4.27 9.03
F 2.63 -4.19 -0.99
F 4.59 -5.44 -0.92
F -2.63 -7.24 3.51
F 4.32 -3.57 -2.58
F -3.26 -4.15 -0.43
F 2.58 -6.63 -1.79
F -1.67 -10.34 4.83
F -3.75 -9.20 4.42
F 4.61 -5.92 -3.24
F -1.58 -3.06 9.56
F 2.43 -4.78 -3.51
F -1.60 -5.47 9.53
F -2.39 -3.17 7.27
F -0.63 -8.21 4.28
O -3.50 3.19 -3.45
O -2.21 6.84 5.13
O -1.69 3.41 -2.19
O -1.31 -1.32 1.21
O -2.06 2.46 -7.09
O 0.85 -1.00 -4.67
O 0.63 0.54 -2.96
O 2.14 3.04 0.67
O -1.02 -6.35 -5.33
O -6.08 1.09 -7.57
O -0.88 1.82 3.47
O 3.95 3.74 1.99
O 1.17 -5.15 2.11
O 4.79 5.21 -6.79
O -2.16 2.25 5.29
O 6.10 1.21 3.02
O 3.10 -1.81 5.73
N -3.28 9.17 6.04
N 3.90 -1.22 0.47
N -7.22 -0.15 2.81
N 3.90 -2.83 -7.27
N -1.18 1.41 8.44
N 5.86 3.74 3.46
N 2.11 6.76 -0.82
N -5.28 -5.35 4.55
N 0.70 7.63 -2.20
N -7.58 -0.43 0.66
N -5.67 3.35 -4.75
N -5.07 -4.44 2.58
N -0.38 1.77 -0.53
N -2.63 -0.15 9.20
N -1.09 1.53 -4.69
N 5.87 -3.72 -7.53
N -1.55 -6.01 1.08
N 0.03 -8.67 -6.58
N 4.86 0.21 -0.84
N 2.95 -4.18 6.89
N 6.27 5.55 -9.12
C 0.61 1.79 -6.36
C 2.05 2.80 3.06
C -1.34 -5.12 -5.93
C -3.95 -1.47 10.81
C -3.86 3.76 -1.11
C -2.17 9.28 4.90
C -7.10 0.76 -8.57
C 5.36 6.47 -7.03
C 1.04 -0.58 -3.50
C 0.74 -8.03 -5.37
C -1.29 3.38 -6.39
C -2.35 0.17 -0.95
C 1.81 -1.52 -2.49
C -0.54 0.66 9.45
C -6.29 2.35 -6.95
C 0.32 -6.54 -5.36
C 3.86 0.03 -0.02
C -0.16 -5.11 -0.78
C 6.65 6.36 -7.80
C -7.29 -0.09 4.26
C 7.34 1.88 3.06
C -8.24 -0.76 -0.61
C -1.93 1.78 4.17
C 2.71 -2.97 7.82
C 1.76 7.88 -1.41
C -5.02 -5.84 2.41
C -6.09 1.02 -4.90
C 4.02 4.98 -5.62
C -0.01 8.69 -3.00
C -1.44 -0.33 9.85
C 4.90 -3.08 -8.18
C 7.20 -4.72 -9.49
C 5.51 -3.95 -6.22
C -2.01 5.60 4.38
C -5.19 -4.15 3.91
C -2.46 0.89 8.35
C -2.82 2.90 -8.18
C -6.29 0.00 0.79
C -5.27 -3.49 1.56
C 6.40 -0.24 2.97
C -2.97 0.91 3.54
C -0.83 9.58 5.53
C -5.16 -5.50 5.96
C -0.64 2.59 7.85
C 2.80 3.22 1.78
C -0.34 2.52 -5.48
C -0.90 9.59 -2.09
C 7.18 7.71 -8.11
C -1.33 0.78 0.10
C 5.05 1.56 -1.36
C 3.00 -0.50 5.12
C 0.84 -6.30 1.30
C 7.01 3.26 2.62
C -5.56 2.20 -5.60
C 2.18 -8.28 -5.56
C 5.69 -0.89 -0.84
C 0.36 6.31 -2.13
C 3.08 6.60 0.24
C 5.03 1.55 -2.88
C -8.10 -0.58 1.89
C 4.23 -3.38 -6.04
C -0.68 -2.41 1.73
C -0.44 -0.27 0.89
C 1.23 5.72 -1.22
C -5.28 -6.40 3.61
C -3.82 -0.98 9.39
C -2.31 7.91 4.25
C -2.92 3.47 -2.35
C 5.04 -1.84 -0.11
C -6.08 -4.56 6.79
C -0.34 -6.19 0.31
C 3.28 -1.73 7.15
C 1.41 -5.62 3.44
C -6.03 0.14 2.14
C 7.19 -3.95 -8.14
C 3.15 -3.22 9.21
C 2.98 -1.75 1.43
C 2.54 -2.34 -7.54
C -7.63 -2.05 -1.23
C 8.27 4.12 2.70
H 5.96 3.30 4.37
H 3.96 -4.40 6.98
H -8.05 1.19 -8.24
H 2.50 -2.07 -8.59
H -5.78 0.11 -5.41
H 2.48 -9.33 -5.76
H -4.06 4.86 -1.15
H -4.83 3.33 -4.04
H -5.71 0.98 -3.89
H 2.38 -2.27 -3.10
H -6.84 1.21 -9.51
H -2.16 3.15 -9.01
H -0.08 9.72 4.78
H -1.96 1.97 -4.29
H -3.22 1.43 7.78
H -3.04 0.92 -1.27
H 0.81 -6.08 -6.28
H -1.41 -5.97 2.02
H 0.44 0.94 9.74
H -1.15 -5.07 -7.02
H -4.91 -6.15 1.41
H 2.14 -1.50 -6.98
H 5.83 0.86 -3.11
H -1.11 5.70 3.80
H -3.79 -1.90 8.77
H -8.25 -0.45 4.56
H 6.82 -0.51 2.02
H 5.40 -2.78 0.25
H 4.63 5.12 -4.73
H 2.44 -0.93 -1.85
H -3.38 3.48 -0.21
H 8.14 -5.19 -9.64
H 4.22 -3.41 9.37
H -3.43 3.77 -7.98
H -0.29 9.94 -1.28
H 0.21 -2.69 1.08
H 5.70 4.72 -8.92
H 5.97 4.75 3.57
H 4.08 1.22 -3.24
H 1.65 -4.82 4.13
H 5.65 7.02 -6.11
H -1.34 -1.18 10.47
H 2.14 8.88 -1.29
H 7.73 -4.50 -7.37
H -0.54 8.04 -3.73
H 8.19 5.20 2.50
H 3.33 -1.37 2.41
H 7.45 8.30 -7.23
H 3.55 -3.44 -5.24
H -5.78 -3.97 0.75
H -6.54 -1.81 -1.32
H 2.88 -2.32 9.77
H -4.95 -1.88 11.03
H -5.73 4.19 -5.31
H 4.36 -1.59 7.43
H -8.25 0.11 -1.22
H -6.03 -4.81 7.88
H -1.46 3.21 7.52
H 0.08 1.36 -1.34
H 0.89 2.37 -7.25
H -7.24 -0.30 -8.64
H -7.18 1.09 -4.76
H -1.03 -5.17 -1.43
H 3.77 7.46 0.26
H 0.36 -0.57 0.19
H -0.12 -4.09 -0.42
H 9.05 3.71 2.06
H 2.27 -6.28 3.49
H 7.01 5.22 -9.73
H 5.31 2.52 -3.32
H -2.80 5.44 3.66
H -7.14 0.92 4.62
H -4.08 -5.36 6.19
H -0.38 1.09 -3.87
H 0.18 0.83 -6.69
H -2.74 -0.73 -0.44
H -1.84 -0.17 -1.83
H 6.63 3.17 1.59
H 0.29 -8.54 -4.51
H -9.27 -0.93 -0.39
H 0.66 -7.19 1.95
H -4.75 3.21 -1.36
H -2.76 0.55 2.54
H 1.73 -6.56 0.67
H 3.20 5.65 -5.56
H -1.79 9.03 -1.77
H 2.60 -4.04 9.70
H 0.51 -6.14 3.82
H -3.26 -2.26 11.06
H 1.89 -3.19 -7.54
H 0.33 -9.63 -6.65
H -5.78 -3.47 6.73
H -1.32 -3.30 1.78
H -4.29 -3.10 1.22
H -3.90 1.50 3.48
H 1.53 1.52 -5.81
H 2.80 -7.88 -4.78
H 8.63 4.09 3.71
H -4.72 -0.41 9.05
H -0.61 3.94 -7.06
H 1.98 -1.37 1.23
H 4.74 7.08 -7.69
H -0.83 2.65 -0.94
H -3.80 -0.71 11.54
H -5.30 -7.45 3.87
H -4.23 9.27 5.65
H -3.20 8.35 6.63
H -0.97 -8.70 -6.33
H -7.72 -2.86 -0.52
H -1.37 0.78 -5.33
H 4.30 2.24 -0.96
H -5.86 -2.63 1.94
H 2.01 -0.32 4.66
H 1.37 1.95 2.97
H -7.11 -4.63 6.40
H 1.36 4.68 -0.85
H -6.62 -0.86 4.71
H -0.86 10.46 6.16
H 2.69 2.64 3.92
H 1.06 -2.11 -1.92
H -5.18 0.43 2.78
H -0.43 -2.26 2.73
H -0.05 3.24 8.50
H 2.76 -3.85 5.93
H 0.77 -6.13 -4.43
H -8.03 -2.33 -2.23
H 1.42 3.64 3.42
H -7.42 2.51 -6.76
H -1.12 10.42 -2.74
H 7.70 -2.99 -8.16
H -1.80 4.13 -5.81
H 8.09 7.73 -8.72
H -0.43 5.81 -2.67
H 3.12 0.77 0.20
H -2.21 -6.83 1.04
H -0.60 8.75 6.19
H 6.46 8.32 -8.64
H 6.11 -4.50 -5.52
H -1.93 4.74 4.99
H 6.02 1.92 -1.01
H 7.41 5.71 -7.34
H 2.34 -7.68 -6.46
H -2.50 10.13 4.30
H 0.27 2.09 0.17
H -0.05 0.28 1.75
H 7.79 1.83 4.05
H 7.98 1.50 2.31
H -5.88 3.19 -7.54
H 4.93 3.65 2.92
H -2.69 -4.91 -0.03
H -5.35 -6.53 6.21
H -5.71 0.15 -0.09
H -4.49 2.13 -5.89
H -1.52 7.90 3.48
H 3.19 0.36 5.84
H -3.30 7.85 3.77
H 2.99 -2.83 1.26
H 2.61 6.57 1.21
H 6.36 -5.42 -9.42
H 2.32 -4.96 7.08
H -3.27 9.93 6.77
H 7.05 -3.94 -10.26
H 3.55 4.00 -5.63
H -0.90 -4.26 -5.46
H -5.05 -3.22 4.43
H -3.48 2.06 -8.44
H 0.13 -8.14 -7.46
H -0.09 2.35 6.91
H -9.08 -0.79 2.23
H 4.85 -2.76 -9.17
H -2.41 -4.97 -5.85
H -6.59 3.37 -4.22
H 0.67 -5.46 -1.38
H 3.79 -0.47 4.38
H -1.93 1.36 0.78
H -3.05 0.03 4.17
H 0.67 9.38 -3.57
H 5.48 -0.80 3.07
H 5.76 6.16 -9.75
H 2.77 -0.88 7.60
H 7.05 -0.47 3.81
H 3.62 5.70 0.04
H 0.27 3.12 -4.80
H 1.62 -2.87 7.80
H -0.45 -7.18 -0.15
H 6.56 -1.00 -1.48

The net charge is +8. For the highest occupied orbital energy, the calculation gives -0.7079 Ha. The calculation puts the molecular weight at 2281.23 g mol⁻¹.

No. 2
Density functional theory data (the ωB97M-V functional and the def2-TZVPD basis) for a molecular structure, C80H67Cl5N3O3P3RbS2Si in a non-equilibrium geometry.

Geometry (Å):
Rb -0.43 0.09 -0.75
Cl -5.57 -1.29 -2.25
Cl -6.62 -2.38 -4.95
Cl -1.71 -1.83 -7.07
Cl -0.70 -0.59 -4.40
Cl -4.68 -2.73 -7.36
S -2.24 1.77 -2.77
S -1.64 4.57 0.82
P -0.83 -0.79 2.43
P 1.81 0.68 2.21
P 2.07 -2.38 -1.61
Si 1.38 -2.10 1.14
O -1.88 1.95 -1.37
O -2.75 -0.49 -2.32
O -0.76 3.41 0.73
N 3.40 2.36 -3.33
N -1.19 -3.41 -0.82
N 1.60 0.88 -2.56
C 2.44 1.57 -2.92
C -2.32 -1.13 -4.55
C -4.11 -2.07 -5.88
C 0.66 -3.56 -3.76
C -3.85 -4.12 1.35
C -4.06 4.99 2.10
C 1.35 -5.06 1.27
C -1.99 -2.17 2.07
C 1.93 -3.13 5.22
C 6.68 -2.25 -2.13
C -4.04 -2.80 0.96
C 4.68 -3.56 -1.91
C -2.72 -4.46 2.09
C -4.05 1.92 -2.78
C 0.39 -3.81 -5.09
C -4.78 1.95 -3.96
C 3.03 0.01 4.68
C 5.93 -1.09 -2.03
C 2.12 -3.09 3.85
C -2.87 -0.52 4.47
C 3.92 -2.41 -1.82
C 1.19 -3.26 -6.08
C -6.82 2.00 -2.69
C 6.06 -3.49 -2.06
C -5.54 3.23 2.78
C 2.86 3.37 2.39
C 1.76 -2.79 -3.38
C -5.24 4.58 2.69
C -4.71 1.90 -1.56
C 4.57 2.60 -2.53
C -1.80 -3.49 2.45
C 1.40 -6.30 0.65
C -1.94 3.49 -3.53
C 1.92 -5.23 -1.43
C -3.11 -1.84 1.30
C 3.34 -0.16 1.70
C 4.60 0.42 1.83
C 4.35 -2.23 1.07
C 5.60 -1.66 1.20
C -1.71 1.45 3.75
C -0.93 4.30 -2.72
C 3.15 4.59 1.81
C 3.20 -1.48 1.29
C -0.26 -2.69 -0.90
C -1.58 5.40 -1.88
C 1.27 -2.34 3.05
C 0.10 -1.59 5.03
C -3.54 0.23 5.42
C -2.37 2.19 4.71
C 1.69 -6.38 -0.70
C -6.16 1.99 -3.91
C 2.25 2.37 1.64
C 3.14 0.08 6.06
C 2.38 0.99 6.78
C -2.78 -1.67 -5.74
C 2.15 0.85 4.00
C -6.10 1.95 -1.51
C -4.97 -1.94 -4.79
C -2.51 4.84 -0.81
C 0.25 -1.61 3.65
C 3.25 3.07 -4.57
C -4.67 2.28 2.28
C 5.73 -0.33 1.55
C -3.48 2.68 1.69
C 1.87 -3.99 -0.80
C -1.93 0.08 3.64
C 2.25 3.84 -0.27
C 4.56 -1.18 -1.87
C 1.41 1.78 4.73
C -3.16 -0.99 -3.40
C 1.62 -3.90 0.57
C 2.85 4.83 0.48
C -4.50 -1.43 -3.59
C 1.95 2.62 0.31
C 2.25 -2.45 -5.72
C 1.51 1.84 6.11
C 0.94 -2.36 5.81
C -3.19 4.03 1.60
C -3.27 1.58 5.55
C 2.53 -2.22 -4.39
H -4.91 -2.53 0.39
H -6.73 2.01 -4.83
H 3.10 3.20 3.43
H -2.94 3.89 -1.11
H -0.21 4.77 -3.39
H 2.11 -5.30 -2.50
H 0.82 -2.37 6.89
H -1.88 -4.01 -0.44
H 4.65 3.67 -2.29
H 3.37 -1.59 -4.12
H -2.14 6.08 -2.53
H 6.49 -2.26 1.02
H 0.92 2.55 6.66
H 1.46 1.85 -0.27
H -4.90 1.23 2.35
H 0.02 -3.97 -2.99
H -4.57 -4.87 1.08
H -0.40 3.62 -2.06
H -6.60 1.93 -0.56
H 3.63 5.36 2.40
H -3.24 -0.81 0.98
H -4.26 -0.25 6.07
H 2.32 2.77 -5.05
H 3.82 -0.58 6.58
H 3.96 -0.29 -1.76
H -0.94 -3.76 3.04
H 2.57 -3.76 5.84
H -0.65 -0.97 5.51
H -0.46 -4.42 -5.36
H -3.06 -1.59 4.38
H 3.61 -0.71 4.14
H 4.50 2.04 -1.60
H 3.09 5.79 0.04
H -5.93 5.32 3.07
H 3.23 4.16 -4.39
H 4.21 -4.53 -1.86
H 2.92 -3.65 3.39
H -2.77 1.97 1.32
H -6.47 2.93 3.25
H -3.79 6.03 2.03
H 1.09 -5.00 2.32
H 7.76 -2.20 -2.26
H -1.01 1.91 3.06
H 4.25 -3.27 0.80
H 0.74 2.45 4.21
H -2.88 4.01 -3.66
H 5.47 2.29 -3.07
H -4.13 1.82 -0.66
H -2.18 3.26 4.80
H 0.97 -3.44 -7.12
H -3.30 5.55 -0.57
H 1.19 -7.20 1.22
H 2.46 1.04 7.86
H -3.78 2.16 6.32
H -7.90 2.03 -2.66
H 1.99 4.02 -1.31
H 6.42 -0.13 -2.06
H -2.56 -5.49 2.39
H -1.53 3.25 -4.52
H 6.71 0.12 1.65
H 2.87 -2.00 -6.49
H 1.73 -7.35 -1.19
H 4.09 2.84 -5.24
H 4.69 1.45 2.14
H -4.26 1.93 -4.91
H 6.64 -4.39 -2.12
H -0.79 5.99 -1.40

The net charge is -1. For the highest occupied orbital energy, the calculation gives -0.1291 Ha. The calculation puts the molecular weight at 1566.31 g mol⁻¹.

Number 1: E -14090.8586 Ha. Number 2: E -7913.6606 Ha.